Formula: C50H59O18PSi2
Source: the OMol25 dataset
Level of theory: wB97M-V/def2-TZVPD

Calculated values
- total charge = 0
- HOMO-LUMO gap (eV) = 7.1
- LUMO energy (eV) = -2.147

CARTESIAN COORDINATES (ANGSTROEM)
C  1.965  -1.437  -0.178
C  1.422  -2.795  -0.983
O  0.068  -3.051  -0.461
C  -0.643  -4.076  -1.253
Si  -1.810  -3.066  -2.469
O  -0.735  -2.065  -3.432
Si  -1.524  -0.608  -4.023
C  -0.531  -0.092  -5.638
C  0.828  0.772  -5.304
C  2.214  0.137  -5.908
C  3.189  -0.578  -4.794
C  4.146  0.454  -3.953
C  3.412  1.148  -2.644
C  3.489  2.779  -2.796
C  4.451  3.346  -1.559
C  4.173  4.955  -1.240
O  5.411  5.658  -0.795
C  5.050  6.919  -0.130
C  -1.534  0.854  -2.715
O  -0.369  0.834  -1.815
O  -0.643  1.457  -0.689
P  -3.205  -1.960  -1.178
O  -3.951  -3.037  -0.237
H  1.099  -0.621  -0.143
H  2.799  -0.978  -0.883
H  2.374  -1.672  0.896
H  1.473  -2.534  -2.122
H  2.122  -3.731  -0.819
H  -1.361  -4.686  -0.556
H  0.079  -4.785  -1.870
H  -2.600  -4.007  -3.297
H  -2.923  -0.826  -4.429
H  -1.234  0.395  -6.438
H  -0.151  -1.132  -6.085
H  0.890  0.870  -4.133
H  0.705  1.859  -5.776
H  1.953  -0.706  -6.705
H  2.813  0.965  -6.520
H  2.566  -1.268  -4.046
H  3.916  -1.334  -5.363
H  4.638  1.236  -4.683
H  5.052  -0.183  -3.505
H  4.026  0.860  -1.663
H  2.327  0.732  -2.479
H  2.453  3.323  -2.681
H  3.966  3.156  -3.807
H  5.592  3.111  -1.732
H  4.127  2.767  -0.579
H  3.766  5.444  -2.223
H  3.367  5.017  -0.393
H  5.642  7.847  -0.580
H  3.905  7.164  -0.147
H  5.399  6.827  0.993
H  -1.630  1.888  -3.292
H  -2.499  0.710  -2.067
H  -0.426  2.448  -0.769
H  -4.228  -1.222  -1.874
H  -2.412  -1.150  -0.259
C  4.187  -0.105  4.687
C  4.016  -0.585  3.452
C  4.866  -1.674  2.929
O  4.712  -2.113  1.798
C  5.909  -2.211  3.825
C  6.080  -1.731  5.060
C  5.230  -0.642  5.583
O  5.384  -0.203  6.714
H  3.573  0.693  5.085
H  3.255  -0.202  2.783
H  6.523  -3.010  3.426
H  6.841  -2.114  5.729
C  -4.203  -2.601  3.091
C  -5.345  -3.297  3.096
C  -6.065  -3.578  4.354
O  -7.108  -4.216  4.359
C  -5.476  -3.060  5.604
C  -4.334  -2.365  5.599
C  -3.614  -2.084  4.341
O  -2.570  -1.446  4.336
H  -3.662  -2.387  2.177
H  -5.790  -3.683  2.187
H  -6.017  -3.275  6.518
H  -3.889  -1.979  6.508
C  -1.537  5.331  1.877
C  -0.416  4.764  1.421
C  0.509  5.500  0.536
O  1.534  4.981  0.116
C  0.148  6.886  0.177
C  -0.973  7.453  0.633
C  -1.898  6.717  1.518
O  -2.923  7.236  1.938
H  -2.227  4.806  2.526
H  -0.137  3.749  1.676
H  0.838  7.411  -0.472
H  -1.252  8.468  0.378
C  -7.954  -7.414  5.659
C  -9.140  -7.138  5.109
C  -10.290  -8.048  5.272
O  -11.376  -7.797  4.767
C  -10.079  -9.275  6.065
C  -8.893  -9.552  6.615
C  -7.742  -8.641  6.452
O  -6.656  -8.892  6.957
H  -7.099  -6.757  5.549
H  -9.311  -6.242  4.525
H  -10.933  -9.932  6.175
H  -8.721  -10.448  7.199
C  1.752  9.954  4.686
C  2.039  9.848  3.385
C  1.990  8.544  2.694
O  2.254  8.446  1.504
C  1.612  7.364  3.496
C  1.326  7.470  4.797
C  1.374  8.774  5.488
O  1.110  8.872  6.679
H  1.784  10.903  5.209
H  2.317  10.705  2.783
H  1.581  6.415  2.974
H  1.047  6.613  5.399
C  1.428  -4.687  -8.835
C  1.166  -5.989  -8.683
C  0.668  -6.526  -7.401
O  0.429  -7.718  -7.261
C  0.468  -5.569  -6.295
C  0.731  -4.267  -6.447
C  1.229  -3.730  -7.728
O  1.467  -2.539  -7.868
H  1.795  -4.277  -9.768
H  1.306  -6.704  -9.485
H  0.102  -5.979  -5.362
H  0.590  -3.553  -5.644

***

Formula: C50H61IrN2O2SeTe
Source: the OMol25 dataset
Level of theory: wB97M-V/def2-TZVPD

Calculated values
- total charge = +1
- HOMO-LUMO gap (alpha / beta) (eV) = 5.8 / 5.4
- multiplicity = 6
- energy above the lowest of the compared OMol25 structures with the same formula, charge and spin (kcal/mol) = 26.46
- LUMO energy (alpha / beta) (eV) = -2.640 / -5.055

CARTESIAN COORDINATES (ANGSTROEM)
Ir  10.138  10.563  22.912
C  2.663  10.425  23.584
C  3.683  10.416  24.687
C  3.151  9.189  25.557
C  3.522  11.733  25.458
C  5.080  10.175  24.221
C  6.079  11.100  24.145
C  7.386  10.722  23.833
N  8.605  11.369  23.919
C  8.818  12.632  24.513
C  8.015  13.172  25.514
C  8.389  14.437  26.046
C  9.395  15.134  25.396
C  10.290  14.568  24.471
C  10.059  13.268  24.051
O  10.885  12.514  23.318
C  11.659  15.241  24.139
C  12.750  14.425  24.866
C  12.069  14.996  22.655
C  11.696  16.749  24.567
C  7.535  15.067  27.172
C  8.359  16.104  27.896
C  6.855  14.115  28.245
C  6.297  15.798  26.488
C  7.603  9.420  23.279
O  8.772  9.112  22.820
C  6.545  8.431  23.350
C  5.402  8.790  23.989
C  6.700  7.196  22.490
C  5.478  6.260  22.787
C  6.658  7.671  21.019
C  8.091  6.457  22.753
H  1.627  10.489  23.968
H  2.833  9.562  22.936
H  2.809  11.242  22.874
H  2.119  9.414  25.920
H  3.830  9.002  26.402
H  3.104  8.317  24.976
H  2.471  11.804  25.804
H  3.604  12.606  24.813
H  4.180  11.892  26.300
H  5.900  12.163  24.250
H  7.175  12.612  25.950
H  9.396  16.246  25.581
H  12.465  13.390  24.724
H  12.877  14.771  25.909
H  13.747  14.493  24.408
H  12.231  13.950  22.475
H  13.025  15.522  22.511
H  11.394  15.443  21.858
H  11.451  16.715  25.628
H  10.962  17.351  24.012
H  12.740  17.076  24.415
H  9.217  15.673  28.422
H  7.795  16.638  28.671
H  8.806  16.900  27.240
H  7.569  13.462  28.728
H  6.007  13.553  27.793
H  6.362  14.866  28.889
H  6.685  16.718  25.993
H  5.523  16.083  27.214
H  5.823  15.103  25.813
H  4.634  8.046  24.114
H  4.521  6.847  22.660
H  5.466  5.849  23.807
H  5.471  5.409  22.043
H  5.690  8.115  20.752
H  6.694  6.736  20.492
H  7.476  8.331  20.737
H  8.366  6.425  23.863
H  8.959  7.027  22.370
H  8.143  5.405  22.469
C  10.789  10.994  15.328
C  11.158  10.632  16.747
C  11.030  9.381  17.296
C  11.229  9.059  18.730
C  11.058  7.686  19.256
C  11.586  10.128  19.548
Se  11.878  9.807  21.458
C  11.788  11.406  18.982
C  12.152  12.573  19.808
C  11.534  11.682  17.671
H  11.568  11.654  14.844
H  9.884  11.655  15.340
H  10.653  10.100  14.704
H  10.854  8.575  16.568
H  10.968  6.959  18.454
H  10.104  7.599  19.844
H  11.924  7.552  19.902
H  11.261  13.132  20.171
H  12.572  13.380  19.077
H  12.847  12.447  20.615
H  11.617  12.782  17.362
Te  11.389  9.468  24.706
C  13.455  9.533  24.345
C  14.230  10.664  24.614
C  15.611  10.615  24.460
C  16.156  9.392  23.931
C  15.351  8.298  23.685
C  14.004  8.313  24.046
H  13.751  11.544  24.984
H  16.173  11.556  24.535
H  17.173  9.365  23.612
H  15.712  7.463  23.064
H  13.422  7.391  23.966
N  9.159  11.306  21.163
C  8.763  12.082  20.370
C  8.358  13.001  19.410
C  8.023  12.453  18.151
C  7.629  13.331  17.106
C  7.522  14.732  17.345
C  7.908  15.220  18.607
C  8.445  14.435  19.563
H  8.011  11.337  17.993
H  7.428  12.899  16.130
H  7.190  15.337  16.522
H  7.998  16.301  18.670
H  8.745  14.868  20.556